(1)
{
  "formula": "H8O4",
  "method": "the ωB97M-V functional and the def2-TZVPD basis",
  "species": ["O", "H", "H", "O", "H", "H", "O", "H", "H", "O", "H", "H"],
  "positions_angstrom": [[-2.819, 0.554, 0.553], [-1.972, 0.954, 0.356], [-3.446, 1.274, 0.486], [1.979, -0.224, 0.242], [2.527, -0.125, 1.021], [2.367, 0.369, -0.402], [-0.376, 1.350, -0.351], [0.325, 0.701, -0.282], [-0.134, 1.885, -1.107], [0.712, -2.560, -0.295], [1.068, -1.770, 0.111], [-0.232, -2.407, -0.332]],
  "atomic_forces_ev_per_a": [[-0.965, -0.400, 0.372], [0.936, 0.184, -0.384], [-0.129, 0.099, 0.012], [-1.038, -0.843, 0.145], [0.565, 0.262, 0.860], [0.663, 0.769, -0.930], [-0.830, 0.365, 0.064], [0.715, -0.436, 0.372], [0.178, 0.256, -0.300], [-0.392, -0.966, -0.213], [0.527, 0.671, 0.023], [-0.230, 0.039, -0.020]],
  "spin_multiplicity": 2,
  "total_charge": -1,
  "e_tot_ev": -8319.34929,
  "s2": 0.750
}

=====

(2)
{
  "formula": "C4H7NO2",
  "method": "the ωB97M-V functional and the def2-TZVPD basis",
  "species": ["O", "C", "C", "O", "C", "N", "C", "H", "H", "H", "H", "H", "H", "H"],
  "positions_angstrom": [[1.381, -0.288, -0.930], [0.000, -0.610, -0.979], [0.397, -1.514, 0.101], [1.136, 0.829, 1.244], [-0.088, 1.202, 1.427], [-1.110, 1.055, 0.663], [-0.997, 0.527, -0.676], [1.455, 0.458, 0.030], [-0.227, -1.077, -1.940], [0.075, -1.368, 1.124], [0.982, -2.376, -0.120], [-0.261, 1.677, 2.401], [-1.987, 0.151, -0.966], [-0.755, 1.334, -1.381]],
  "atomic_forces_ev_per_a": [[-0.255, -0.714, 2.191], [-1.044, -0.092, -0.523], [0.563, 1.143, -1.326], [1.229, -0.061, -1.361], [-0.466, -0.002, -0.135], [-0.126, 0.118, 0.273], [0.292, -0.235, 0.014], [-0.839, -0.114, 1.200], [-0.024, 0.053, 0.109], [0.529, 0.618, 0.034], [0.100, -0.562, -0.307], [-0.102, -0.097, -0.168], [0.152, 0.023, -0.004], [-0.009, -0.077, 0.002]],
  "total_charge": 0,
  "e_tot_ev": -9842.89898
}

=====

Question: Number 2 is which compound?
Answer: C4H7NO2

=====

What did the second record say?
{
  "formula": "C4H7NO2",
  "method": "the ωB97M-V functional and the def2-TZVPD basis",
  "species": ["O", "C", "C", "O", "C", "N", "C", "H", "H", "H", "H", "H", "H", "H"],
  "positions_angstrom": [[1.381, -0.288, -0.930], [0.000, -0.610, -0.979], [0.397, -1.514, 0.101], [1.136, 0.829, 1.244], [-0.088, 1.202, 1.427], [-1.110, 1.055, 0.663], [-0.997, 0.527, -0.676], [1.455, 0.458, 0.030], [-0.227, -1.077, -1.940], [0.075, -1.368, 1.124], [0.982, -2.376, -0.120], [-0.261, 1.677, 2.401], [-1.987, 0.151, -0.966], [-0.755, 1.334, -1.381]],
  "atomic_forces_ev_per_a": [[-0.255, -0.714, 2.191], [-1.044, -0.092, -0.523], [0.563, 1.143, -1.326], [1.229, -0.061, -1.361], [-0.466, -0.002, -0.135], [-0.126, 0.118, 0.273], [0.292, -0.235, 0.014], [-0.839, -0.114, 1.200], [-0.024, 0.053, 0.109], [0.529, 0.618, 0.034], [0.100, -0.562, -0.307], [-0.102, -0.097, -0.168], [0.152, 0.023, -0.004], [-0.009, -0.077, 0.002]],
  "total_charge": 0,
  "e_tot_ev": -9842.89898
}